Record 1
A 12-piece molecular cluster, C58H80N6O32P2 overall in a non-equilibrium geometry, computed with the ωB97M-V functional and the def2-TZVPD basis.

Positions of all 178 atoms, in Å:
C -6.176 -3.030 -3.403
C -6.905 -2.189 -2.333
O -8.329 -2.250 -2.324
C -8.945 -3.346 -1.856
O -8.350 -4.350 -1.486
O -10.274 -3.089 -1.814
C -11.210 -4.037 -1.330
H -5.087 -2.988 -3.390
H -6.416 -2.648 -4.395
H -6.556 -4.051 -3.424
H -6.705 -1.123 -2.438
H -6.614 -2.510 -1.332
H -11.223 -4.906 -1.988
H -12.213 -3.614 -1.278
H -10.851 -4.355 -0.351
C 1.426 -2.551 6.790
C -0.033 -2.427 7.228
O -0.691 -3.255 6.319
C -1.963 -3.135 6.030
O -2.784 -2.316 6.455
O -2.221 -4.121 5.204
C -3.552 -4.557 5.032
H 2.160 -1.955 7.333
H 1.419 -2.349 5.719
H 1.785 -3.572 6.662
H -0.353 -1.390 7.134
H -0.088 -2.756 8.266
H -4.181 -3.725 4.716
H -3.929 -4.980 5.963
H -3.431 -5.391 4.341
C 6.360 0.049 -2.745
C 5.991 0.461 -1.269
O 5.160 1.617 -1.175
C 5.542 2.865 -0.811
O 6.686 3.165 -0.601
O 4.458 3.615 -0.686
C 4.515 4.891 -0.080
H 7.239 -0.590 -2.663
H 6.701 0.966 -3.226
H 5.547 -0.257 -3.404
H 6.917 0.723 -0.757
H 5.560 -0.349 -0.681
H 5.281 5.457 -0.611
H 4.741 4.877 0.986
H 3.579 5.423 -0.249
C -3.227 -9.212 -3.754
C -3.939 -9.058 -2.433
O -3.337 -8.067 -1.638
C -2.647 -8.354 -0.494
O -2.403 -9.502 -0.047
O -2.198 -7.204 0.075
C -2.500 -5.936 -0.496
H -3.325 -8.237 -4.232
H -3.685 -9.876 -4.486
H -2.150 -9.302 -3.612
H -4.160 -9.965 -1.868
H -4.873 -8.579 -2.723
H -2.083 -5.940 -1.503
H -2.040 -5.122 0.064
H -3.577 -5.798 -0.592
C 11.645 2.528 5.820
C 11.418 2.535 7.194
C 10.124 2.365 7.662
C 9.044 2.026 6.799
C 9.289 1.904 5.447
C 10.558 2.268 4.936
N 7.722 1.724 7.410
O 6.785 1.597 6.631
O 7.687 1.476 8.605
H 12.639 2.573 5.401
H 12.261 2.643 7.860
H 9.953 2.373 8.728
H 8.429 1.621 4.858
H 10.724 2.223 3.870
C -0.104 9.226 1.522
C -0.503 8.027 2.065
C -1.415 7.230 1.311
C -1.999 7.650 0.135
C -1.521 8.880 -0.417
C -0.570 9.678 0.244
N -3.051 6.836 -0.532
O -3.563 5.854 0.017
O -3.510 7.270 -1.554
H 0.596 9.862 2.043
H -0.040 7.684 2.979
H -1.594 6.257 1.744
H -1.831 9.176 -1.409
H -0.306 10.682 -0.053
C 1.751 -3.118 -4.699
C 2.205 -4.000 -3.779
C 2.180 -5.336 -4.040
C 1.623 -5.786 -5.270
C 1.124 -4.873 -6.178
C 1.131 -3.465 -5.864
N 1.688 -7.257 -5.640
O 2.197 -8.020 -4.841
O 1.320 -7.598 -6.723
H 1.959 -2.102 -4.395
H 2.640 -3.683 -2.843
H 2.521 -6.041 -3.296
H 0.816 -5.191 -7.163
H 0.847 -2.764 -6.634
C 4.264 3.359 -9.073
C 5.132 4.455 -8.876
C 5.038 5.289 -7.731
C 3.973 5.093 -6.792
C 3.093 4.004 -7.070
C 3.252 3.121 -8.111
N 3.817 6.064 -5.642
O 2.799 6.171 -4.992
O 4.715 6.773 -5.361
H 4.372 2.699 -9.922
H 5.983 4.652 -9.511
H 5.708 6.112 -7.532
H 2.311 3.819 -6.347
H 2.594 2.266 -8.178
C 3.580 -6.424 3.365
C 4.175 -7.043 4.418
C 5.278 -6.434 5.036
C 5.782 -5.246 4.477
C 5.121 -4.627 3.399
C 4.053 -5.262 2.798
N 6.846 -4.533 5.248
O 7.008 -3.361 4.963
O 7.461 -5.111 6.184
H 2.735 -6.909 2.899
H 3.721 -7.938 4.818
H 5.785 -6.840 5.899
H 5.677 -3.813 2.956
H 3.494 -4.948 1.929
C -7.722 3.254 6.615
C -7.712 4.611 7.001
C -6.519 5.317 6.899
C -5.311 4.645 6.571
C -5.378 3.268 6.346
C -6.549 2.583 6.288
N -4.063 5.352 6.527
O -4.122 6.547 6.326
O -2.994 4.802 6.686
H -8.691 2.793 6.734
H -8.571 5.154 7.367
H -6.541 6.362 7.169
H -4.579 2.596 6.070
H -6.640 1.543 6.013
C -0.445 2.023 -0.642
O -0.209 2.043 0.754
P -0.250 0.691 1.573
O 0.824 -0.322 1.245
O -0.334 1.173 3.098
C 0.728 1.929 3.647
O -1.739 0.109 1.278
C -2.911 0.809 1.705
H -1.507 2.188 -0.823
H -0.121 1.122 -1.165
H 0.061 2.870 -1.105
H 0.846 1.813 4.725
H 0.747 3.002 3.460
H 1.729 1.648 3.321
H -2.734 1.873 1.868
H -3.442 0.526 2.614
H -3.617 0.681 0.884
C -2.731 4.650 -6.858
O -3.668 3.595 -7.227
P -3.593 2.135 -6.603
O -2.236 1.610 -6.419
O -4.488 2.387 -5.273
C -5.817 2.843 -5.393
O -4.512 1.219 -7.595
C -4.037 -0.051 -8.131
H -3.223 5.567 -6.534
H -1.965 4.929 -7.581
H -2.231 4.257 -5.973
H -6.123 3.359 -4.483
H -6.471 1.988 -5.566
H -6.027 3.607 -6.141
H -4.633 -0.921 -7.854
H -3.032 -0.206 -7.739
H -3.926 -0.091 -9.215

Forces on atoms 1 to 6 (eV/Å):
-1.1738 0.3738 -0.6735
0.9019 -0.5651 0.5510
-1.2377 -0.1587 -0.7237
0.6992 -0.8174 0.7641
-1.3900 1.1291 -0.4661
0.8374 0.9201 -0.7179

Relative energy (zero: lowest compared OMol25 entry of this formula, charge and spin) (kJ/mol): 575.6
DFT total energy (hartree): -5676.47400
SMILES string: O=[N+]([O-])c1ccccc1.O=[N+]([O-])c1ccccc1.O=[N+]([O-])c1ccccc1.O=[N+]([O-])c1ccccc1.O=[N+]([O-])c1ccccc1.O=[N+]([O-])c1ccccc1.COP(=O)(OC)OC.COP(=O)(OC)OC.CCOC(=O)OC.CCOC(=O)OC.CCOC(=O)OC.CCOC(=O)OC
Orbital gap (eV): 9.188
M (g/mol): 1435.24

---

Record 2
C58H89N2O4SbSeSi5TeTi as an isolated structure in a non-equilibrium geometry, computed with the ωB97M-V functional and the def2-TZVPD basis.

Positions of all 162 atoms, in Å:
Ti -0.427 0.205 0.046
C 1.653 3.160 1.587
O 0.712 2.362 0.852
Si -0.397 3.116 -0.191
C -0.804 4.850 0.330
C 0.611 3.258 -1.746
C -1.786 1.891 0.038
Si -3.045 2.032 -1.382
C -3.825 0.402 -1.853
C -4.501 3.177 -1.102
C -2.308 2.792 -2.931
Si -2.546 2.157 1.759
C -3.864 3.467 1.970
C -3.420 0.627 2.377
C -1.312 2.628 3.120
H 2.169 2.530 2.306
H 1.136 3.961 2.119
H 2.406 3.595 0.925
H 0.043 5.522 0.160
H -1.096 4.921 1.381
H -1.647 5.215 -0.269
H 1.548 3.742 -1.446
H 0.147 3.873 -2.518
H 0.865 2.295 -2.197
H -4.341 -0.035 -1.000
H -4.572 0.576 -2.640
H -3.099 -0.336 -2.192
H -4.187 4.168 -0.763
H -5.000 3.300 -2.069
H -5.243 2.803 -0.397
H -1.412 2.294 -3.301
H -3.073 2.764 -3.716
H -2.071 3.850 -2.764
H -4.841 3.137 1.619
H -3.630 4.417 1.484
H -3.946 3.653 3.047
H -2.768 -0.216 2.618
H -4.155 0.294 1.639
H -3.965 0.888 3.293
H -0.278 2.300 2.999
H -1.694 2.254 4.076
H -1.268 3.718 3.208
O -0.092 -0.082 2.142
C 0.269 -1.405 2.635
C 0.418 -2.256 1.361
O 0.722 -3.413 1.418
O 0.209 -1.580 0.228
C -0.806 -1.914 3.609
C -1.220 -1.049 4.618
C -2.170 -1.440 5.549
C -2.697 -2.723 5.497
C -2.253 -3.605 4.521
C -1.312 -3.206 3.581
C 1.575 -1.319 3.433
C 2.047 -0.090 3.868
C 3.099 -0.021 4.780
C 3.688 -1.181 5.248
C 3.238 -2.415 4.785
C 2.187 -2.489 3.887
H -0.498 0.444 2.844
H -0.783 -0.057 4.719
H -2.484 -0.748 6.320
H -3.436 -3.039 6.222
H -2.641 -4.616 4.488
H -0.971 -3.905 2.830
H 1.595 0.827 3.514
H 3.447 0.947 5.123
H 4.496 -1.131 5.968
H 3.700 -3.329 5.138
H 1.832 -3.451 3.539
C -2.260 -0.158 -5.111
N -1.731 -1.428 -4.602
C -1.954 -2.665 -5.178
C -1.224 -3.560 -4.484
N -0.567 -2.857 -3.491
C 0.395 -3.431 -2.551
C -0.896 -1.559 -3.554
Se -0.171 -0.143 -2.583
H -2.793 -0.364 -6.035
H -1.439 0.528 -5.305
H -2.929 0.292 -4.392
H -2.600 -2.794 -6.030
H -1.107 -4.623 -4.606
H 0.163 -4.484 -2.425
H 0.315 -2.928 -1.591
H 1.406 -3.323 -2.939
C 3.180 -0.089 -3.763
C 4.553 -0.258 -3.175
C 5.636 -0.479 -4.027
C 6.923 -0.627 -3.535
C 7.148 -0.552 -2.167
C 6.078 -0.337 -1.310
C 4.779 -0.192 -1.799
Sb 3.263 0.086 -0.256
C 3.829 -1.910 0.383
C 3.150 -2.765 -0.490
C 3.295 -4.138 -0.437
C 4.137 -4.687 0.522
C 4.840 -3.848 1.368
C 4.722 -2.454 1.308
C 5.642 -1.652 2.187
C 4.420 1.650 0.683
C 4.615 1.691 2.063
C 5.321 2.718 2.673
C 5.828 3.748 1.895
C 5.593 3.749 0.529
C 4.884 2.723 -0.099
C 4.640 2.852 -1.587
H 3.224 0.012 -4.848
H 2.677 0.794 -3.362
H 2.542 -0.942 -3.528
H 5.462 -0.528 -5.097
H 7.748 -0.795 -4.217
H 8.148 -0.659 -1.766
H 6.270 -0.274 -0.242
H 2.485 -2.333 -1.235
H 2.752 -4.777 -1.125
H 4.259 -5.760 0.597
H 5.526 -4.274 2.093
H 6.679 -1.826 1.891
H 5.547 -1.949 3.232
H 5.458 -0.589 2.114
H 4.187 0.922 2.688
H 5.467 2.713 3.747
H 6.388 4.556 2.349
H 5.957 4.574 -0.074
H 4.588 3.905 -1.867
H 3.705 2.382 -1.901
H 5.443 2.389 -2.163
C -6.627 0.194 0.815
Si -6.370 -1.622 0.485
C -6.536 -2.001 -1.332
C -7.708 -2.521 1.416
C -4.785 -2.366 1.166
Te -2.755 -2.128 0.521
C -3.027 -3.501 -1.094
Si -2.845 -5.326 -0.658
C -1.060 -5.792 -0.398
C -3.550 -6.270 -2.099
C -3.786 -5.755 0.893
H -7.586 0.489 0.377
H -6.680 0.386 1.891
H -5.861 0.844 0.392
H -7.470 -1.579 -1.716
H -6.568 -3.084 -1.497
H -5.713 -1.587 -1.922
H -8.696 -2.168 1.102
H -7.619 -2.347 2.493
H -7.668 -3.601 1.245
H -4.911 -3.446 1.048
H -4.752 -2.191 2.247
H -2.320 -3.222 -1.874
H -4.027 -3.292 -1.480
H -0.591 -6.150 -1.321
H -1.005 -6.613 0.324
H -0.460 -4.968 0.005
H -3.000 -6.066 -3.024
H -4.601 -6.013 -2.269
H -3.496 -7.348 -1.912
H -3.525 -5.076 1.711
H -3.524 -6.770 1.207
H -4.871 -5.724 0.748

Forces on atoms 1 to 6 (eV/Å):
-0.0991 0.5995 -0.1847
0.0314 -0.1581 -0.1722
-0.0923 0.1387 0.0063
-0.0735 0.0133 0.3091
-0.0482 0.2125 0.1598
-0.0472 0.0236 -0.3059

Relative energy (zero: lowest compared OMol25 entry of this formula, charge and spin) (kJ/mol): 23.4
Charge: +1
DFT total energy (hartree): -7880.65410
Expectation value of S²: 0.755
Orbital gap (alpha / beta) (eV): 7.421 / 7.740
2S+1: 2
M (g/mol): 1394.98